Entry i
Formula: C5H12NO
Source: OMol25
Level of theory: wB97M-V/def2-TZVPD

## Properties
Total charge   +1
LUMO (alpha / beta)   -5.61 / -5.61 eV
Gap between HOMO and LUMO (alpha / beta)   5.871 / 5.872 eV

Last column: Mulliken charge in e.
Positions of all 19 atoms, in Å:
C1 -1.786 -0.068 0.133  1.0344
C2 2.006 0.030 -0.449  0.3537
C3 -0.803 0.671 0.668  -1.3687
C4 -2.625 0.445 -1.052  -1.3003
C5 2.935 0.379 0.584  -0.9333
N1 -2.101 -1.279 0.519  -0.4854
O1 1.902 -1.176 -0.900  -0.3805
H1 -0.677 1.596 0.242  0.3655
H2 1.492 0.883 -0.885  0.4296
H3 0.046 0.467 1.354  0.2782
H4 -3.678 0.425 -0.804  0.4047
H5 -2.416 -0.142 -1.911  0.3724
H6 -2.147 1.411 -1.272  0.2955
H7 2.394 0.776 1.411  0.2818
H8 3.741 1.180 0.250  0.3336
H9 3.752 -0.365 1.050  0.3671
H10 -1.589 -1.675 1.449  0.2757
H11 -3.001 -1.653 0.146  0.2364
H12 2.557 -1.905 -0.533  0.4396

Entry ii
Formula: C5H12NO
Source: OMol25
Level of theory: wB97M-V/def2-TZVPD

## Properties
Total charge   +1
LUMO   -3.00 eV
Gap between HOMO and LUMO   11.799 eV

Last column: Mulliken charge in e.
Positions of all 19 atoms, in Å:
C1 1.484 -1.462 1.688  -1.2857
C2 0.914 -1.083 0.272  -0.2378
N1 0.021 0.086 0.362  0.0043
C3 -1.399 -0.128 0.277  -0.6145
C4 -0.559 0.631 -0.976  0.7869
C5 -0.642 2.130 -1.132  -1.2901
O1 -0.124 -0.131 -2.031  -0.4865
H1 2.219 -0.765 1.999  0.4034
H2 0.709 -1.435 2.461  0.3636
H3 1.956 -2.492 1.755  0.3443
H4 0.283 -1.827 -0.270  0.3267
H5 1.928 -0.988 -0.265  0.2561
H6 0.298 0.847 1.051  0.4289
H7 -2.301 0.448 0.850  0.2601
H8 -1.888 -1.102 0.088  0.2774
H9 0.132 2.570 -1.812  0.3286
H10 -0.579 2.522 -0.184  0.4162
H11 -1.672 2.393 -1.421  0.3538
H12 -0.779 -0.216 -2.711  0.3643

Computed relative energies in units of hartree: entry i 0.0342; entry ii 0.0000

Entry i
Formula: CH12NO4
Source: OMol25
Level of theory: wB97M-V/def2-TZVPD

## Properties
Total charge   +1
LUMO   -4.89 eV
Gap between HOMO and LUMO   10.098 eV

Last column: Mulliken charge in e.
Positions of all 18 atoms, in Å:
C1 0.065 -2.140 -1.769  -0.1616
N1 0.058 -0.896 -2.065  -0.0745
H1 -0.781 -2.796 -2.025  0.2857
H2 0.836 -2.597 -1.160  0.3189
H3 0.332 -0.095 -1.428  0.3557
H4 -0.118 -0.681 -3.047  0.2827
H5 -0.498 4.129 0.607  0.3015
H6 -0.366 4.230 -0.925  0.3060
O1 -0.218 3.652 -0.173  -0.6283
H7 0.570 2.072 -0.325  0.4067
H8 0.319 0.795 0.461  0.3382
O2 0.604 1.104 -0.411  -0.7178
H9 -0.313 -3.536 1.515  0.3111
H10 0.207 -2.110 1.744  0.3240
O3 -0.105 -2.718 1.061  -0.6106
H11 -0.993 0.628 2.710  0.3131
H12 0.555 0.556 2.935  0.3303
O4 -0.155 0.405 2.295  -0.6810

Entry ii
Formula: CH12NO4
Source: OMol25
Level of theory: wB97M-V/def2-TZVPD

## Properties
Total charge   +1
LUMO   -4.76 eV
Gap between HOMO and LUMO   9.200 eV

Last column: Mulliken charge in e.
Positions of all 18 atoms, in Å:
C1 1.332 1.113 -2.052  -0.0610
N1 0.317 0.347 -2.182  -0.1047
H1 1.373 2.032 -2.632  0.2568
H2 2.221 1.013 -1.347  0.2512
H3 0.009 -0.212 -1.429  0.3434
H4 -0.453 0.801 -2.746  0.3443
H5 2.920 -1.768 1.192  0.3343
H6 2.524 -1.291 2.695  0.3355
O1 2.148 -1.344 1.711  -0.6821
H7 0.455 -0.943 0.509  0.3017
H8 -0.767 -1.712 0.274  0.3206
O2 -0.295 -0.956 -0.046  -0.6419
H9 -0.822 0.700 4.911  0.3273
H10 -0.264 -0.590 4.265  0.3098
O3 -0.801 0.176 4.084  -0.6346
H11 -3.246 0.761 -3.017  0.3474
H12 -2.642 0.727 -1.587  0.3157
O4 -2.491 1.046 -2.437  -0.6634

Computed relative energies in units of hartree: entry i 0.0000; entry ii 0.0058

Entry i
Formula: C6H15N3
Source: OMol25
Level of theory: wB97M-V/def2-TZVPD

## Properties
LUMO (alpha / beta)   0.83 / 0.83 eV
Gap between HOMO and LUMO (alpha / beta)   8.121 / 8.122 eV

Last column: Mulliken charge in e.
Positions of all 24 atoms, in Å:
C1 -0.030 0.596 0.448  2.0081
C2 -1.607 -1.455 -0.897  -1.0613
C3 0.272 -0.748 -2.159  -1.0606
C4 -1.196 0.577 1.411  -1.7217
C5 0.285 1.927 -0.200  -1.7648
N1 -0.676 -0.369 -1.130  -0.1861
C6 0.955 -0.389 0.591  0.0752
N2 1.584 0.913 2.002  -0.8240
N3 1.412 -1.522 0.562  -0.5003
H1 1.816 0.248 2.740  0.2084
H2 2.447 1.232 1.561  0.2152
H3 2.225 -1.715 1.141  0.3201
H4 -1.110 -2.376 -0.548  0.3153
H5 -2.154 -1.703 -1.818  0.3489
H6 -2.394 -1.179 -0.192  0.2950
H7 0.811 -1.686 -1.950  0.3394
H8 -0.255 -0.921 -3.109  0.3473
H9 0.997 0.050 -2.334  0.2585
H10 -1.031 1.336 2.176  0.4333
H11 -2.106 0.793 0.851  0.4012
H12 -1.311 -0.381 1.919  0.3374
H13 0.356 2.690 0.575  0.4800
H14 1.228 1.908 -0.747  0.3211
H15 -0.519 2.173 -0.895  0.4143

Entry ii
Formula: C6H15N3
Source: OMol25
Level of theory: wB97M-V/def2-TZVPD

## Properties
LUMO   1.04 eV
Gap between HOMO and LUMO   7.677 eV

Last column: Mulliken charge in e.
Positions of all 24 atoms, in Å:
C1 0.105 -0.381 -0.749  -0.4371
C2 -2.186 0.578 -0.640  -0.5355
C3 -0.334 0.527 1.465  -0.9443
C4 2.880 1.280 -0.513  -1.1981
C5 -2.989 -0.612 -0.196  -0.8634
N1 -0.338 0.641 0.018  -0.1963
C6 2.084 0.094 -0.068  0.5099
N2 0.044 -1.723 -0.441  -0.4454
N3 2.458 -0.844 0.675  -0.5431
H1 0.035 -0.173 -1.816  0.4642
H2 0.736 -2.348 -0.829  0.2897
H3 0.076 -1.939 0.556  0.2425
H4 3.458 -0.849 0.928  0.2324
H5 -2.114 0.694 -1.719  0.3697
H6 -2.455 1.515 -0.161  0.3213
H7 0.089 1.442 1.877  0.2675
H8 -1.345 0.413 1.869  0.2997
H9 0.222 -0.315 1.878  0.3933
H10 2.367 2.196 -0.217  0.2468
H11 3.891 1.285 -0.084  0.3928
H12 2.962 1.287 -1.601  0.2547
H13 -2.627 -1.539 -0.644  0.2924
H14 -2.976 -0.722 0.890  0.2360
H15 -4.044 -0.507 -0.477  0.3504

Entry iii
Formula: C6H15N3
Source: OMol25
Level of theory: wB97M-V/def2-TZVPD

## Properties
LUMO   0.79 eV
Gap between HOMO and LUMO   8.835 eV

Last column: Mulliken charge in e.
Positions of all 24 atoms, in Å:
H1 0.898 -1.107 -1.471  0.4721
N1 0.201 -0.435 -2.162  -0.9017
C1 -0.244 0.516 -1.470  0.3263
N2 0.395 0.938 -0.262  -0.3871
N3 -1.568 0.962 -1.577  -0.2261
C2 -1.871 2.380 -1.476  -0.8928
H2 -0.026 1.694 0.259  0.1818
H3 1.392 1.062 -0.369  0.2573
H4 -1.981 0.526 -2.391  0.2936
H5 -1.270 3.008 -2.148  0.2850
H6 -1.728 2.730 -0.450  0.2621
H7 -2.921 2.534 -1.719  0.3502
C3 1.309 -1.922 -0.024  -1.5283
C4 0.776 -1.147 0.979  1.5369
C5 1.655 -0.499 2.010  -1.4817
C6 -0.662 -1.316 1.379  -1.4503
H8 2.382 -2.068 -0.052  0.3462
H9 0.729 -2.759 -0.390  0.4117
H10 1.277 0.486 2.281  0.3261
H11 1.657 -1.103 2.923  0.3739
H12 2.681 -0.406 1.662  0.3776
H13 -1.251 -1.716 0.558  0.3588
H14 -0.733 -1.990 2.238  0.4199
H15 -1.099 -0.365 1.672  0.2886

Computed relative energies in units of hartree: entry i 0.1085; entry ii 0.0963; entry iii 0.0000

Entry i
Formula: C5H14
Source: OMol25
Level of theory: wB97M-V/def2-TZVPD

## Properties
LUMO   1.13 eV
Gap between HOMO and LUMO   11.798 eV

Last column: Mulliken charge in e.
Positions of all 19 atoms, in Å:
C1 2.270 0.194 -0.585  -1.0895
C2 1.994 -1.312 -0.535  -0.3134
C3 0.401 -1.572 -0.403  -0.8998
H1 3.359 0.403 -0.725  0.3101
H2 1.896 0.570 -1.503  0.3333
H3 1.862 0.764 0.242  0.2630
H4 2.458 -1.769 0.374  0.3065
H5 2.222 -1.779 -1.482  0.3064
H6 0.414 -2.650 -0.523  0.3455
H7 -0.124 -0.934 -1.103  0.3301
H8 0.226 -1.316 0.629  0.1395
C4 -1.399 0.957 0.467  -0.4781
C5 -2.815 1.262 0.985  -1.0258
H9 -1.083 0.048 0.928  0.0798
H10 -1.467 1.082 -0.663  0.2687
H11 -0.747 1.777 0.777  0.2654
H12 -3.591 1.051 0.252  0.2857
H13 -3.026 0.845 1.975  0.3050
H14 -2.850 2.376 0.893  0.2676

Entry ii
Formula: C5H14
Source: OMol25
Level of theory: wB97M-V/def2-TZVPD

## Properties
LUMO   1.08 eV
Gap between HOMO and LUMO   12.053 eV

Last column: Mulliken charge in e.
Positions of all 19 atoms, in Å:
C1 -1.954 1.306 -0.713  -1.0161
C2 -2.112 0.064 0.214  -0.1978
C3 -1.413 -1.172 -0.313  -0.8459
H1 -1.788 2.198 -0.113  0.2958
H2 -2.840 1.477 -1.323  0.2979
H3 -1.101 1.173 -1.383  0.2688
H4 -1.976 0.392 1.244  0.3371
H5 -3.198 -0.114 0.143  0.2600
H6 -0.322 -1.061 -0.277  -0.0520
H7 -1.603 -2.063 0.276  0.3284
H8 -1.639 -1.373 -1.365  0.3543
C4 3.162 0.432 0.546  -0.9894
C5 2.060 -0.606 0.277  -0.6417
H9 2.888 1.452 0.296  0.3067
H10 3.729 0.320 1.472  0.3177
H11 4.043 0.105 -0.046  0.2726
H12 2.451 -1.582 0.535  0.2464
H13 1.613 -0.521 -0.707  0.2523
H14 1.267 -0.418 1.010  0.2047

Entry iii
Formula: C5H14
Source: OMol25
Level of theory: wB97M-V/def2-TZVPD

## Properties
LUMO   1.15 eV
Gap between HOMO and LUMO   12.476 eV

Last column: Mulliken charge in e.
Positions of all 19 atoms, in Å:
C1 0.846 -2.133 -0.426  -1.3029
C2 -0.422 -1.740 0.315  -0.0958
C3 -0.152 -1.076 1.674  -0.9799
H1 0.716 -2.441 -1.462  0.3132
H2 1.441 -2.920 0.057  0.3766
H3 1.604 -1.336 -0.397  0.3166
H4 -0.914 -0.967 -0.273  0.1934
H5 -1.044 -2.631 0.357  0.3552
H6 -0.442 -1.596 2.584  0.3471
H7 0.913 -0.848 1.764  0.2911
H8 -0.671 -0.117 1.698  0.1901
C4 -0.765 2.593 -0.357  -0.9225
C5 0.343 1.834 -1.136  -0.4008
H9 -0.787 2.377 0.710  0.2773
H10 -0.636 3.673 -0.428  0.3415
H11 -1.740 2.399 -0.800  0.2549
H12 1.219 2.472 -1.118  0.3495
H13 -0.069 1.576 -2.103  0.2453
H14 0.562 0.880 -0.659  -0.1498

Entry iv
Formula: C5H14
Source: OMol25
Level of theory: wB97M-V/def2-TZVPD

## Properties
LUMO   1.13 eV
Gap between HOMO and LUMO   12.191 eV

Last column: Mulliken charge in e.
Positions of all 19 atoms, in Å:
C1 -1.908 0.811 2.571  -1.1649
C2 -1.734 0.059 1.215  -0.2217
C3 -0.300 -0.441 1.051  -1.0617
H1 -1.187 0.547 3.349  0.3212
H2 -1.692 1.884 2.476  0.2969
H3 -2.940 0.692 2.862  0.3482
H4 -2.484 -0.733 1.209  0.2635
H5 -2.079 0.790 0.492  0.2882
H6 0.391 0.253 1.518  0.4189
H7 -0.188 -1.383 1.611  0.3182
H8 -0.099 -0.822 0.055  0.1725
C4 1.532 0.339 -2.781  -0.8030
C5 2.006 -0.774 -1.835  -0.7739
H9 2.398 0.817 -3.231  0.3039
H10 0.795 0.039 -3.517  0.2734
H11 1.006 1.146 -2.248  0.2403
H12 1.473 -1.703 -2.037  0.2869
H13 3.081 -0.806 -2.009  0.2896
H14 1.927 -0.715 -0.751  0.2034

Computed relative energies in units of hartree: entry i 0.0259; entry ii 0.0090; entry iii 0.0000; entry iv 0.0126

Entry i
Formula: C5H14
Source: OMol25
Level of theory: wB97M-V/def2-TZVPD

## Properties
LUMO   1.20 eV
Gap between HOMO and LUMO   12.431 eV

Last column: Mulliken charge in e.
Positions of all 19 atoms, in Å:
C1 -1.736 0.001 -0.935  -1.1264
C2 -1.735 -0.254 0.567  -0.2267
C3 -1.094 -1.625 0.887  -1.1271
H1 -1.552 1.027 -1.225  0.3248
H2 -0.980 -0.595 -1.450  0.3033
H3 -2.668 -0.324 -1.408  0.3453
H4 -2.711 -0.342 1.045  0.3248
H5 -1.268 0.595 1.067  0.2659
H6 -1.565 -2.344 0.229  0.3461
H7 -1.314 -1.904 1.910  0.3399
H8 -0.009 -1.594 0.799  0.2449
C4 1.966 0.223 0.123  -0.6685
C5 2.168 1.617 -0.495  -0.9681
H9 1.153 0.239 0.850  0.0619
H10 1.803 -0.616 -0.554  0.2788
H11 2.885 -0.036 0.638  0.4289
H12 2.051 1.587 -1.580  0.2435
H13 3.167 2.020 -0.347  0.3317
H14 1.439 2.323 -0.120  0.2772

Entry ii
Formula: C5H14
Source: OMol25
Level of theory: wB97M-V/def2-TZVPD

## Properties
LUMO   1.10 eV
Gap between HOMO and LUMO   12.342 eV

Last column: Mulliken charge in e.
Positions of all 19 atoms, in Å:
C1 1.237 1.928 -1.508  -1.1932
C2 2.165 1.213 -0.527  -0.1688
C3 1.782 -0.237 -0.254  -0.8738
H1 0.328 2.268 -1.014  0.2958
H2 0.931 1.287 -2.331  0.3415
H3 1.736 2.814 -1.915  0.3374
H4 3.189 1.241 -0.919  0.2776
H5 2.193 1.798 0.390  0.2472
H6 1.915 -0.523 0.797  0.3199
H7 0.772 -0.462 -0.580  0.1069
H8 2.416 -0.919 -0.830  0.3080
C4 -2.029 -1.436 0.478  -0.6357
C5 -2.927 -1.328 1.720  -0.9273
H9 -0.989 -1.587 0.776  0.1456
H10 -2.315 -2.324 -0.080  0.2721
H11 -2.171 -0.569 -0.155  0.2883
H12 -3.948 -1.096 1.410  0.2771
H13 -2.618 -0.499 2.360  0.2982
H14 -2.918 -2.260 2.289  0.2833

Computed relative energies in units of hartree: entry i 0.0074; entry ii 0.0000